Record 1
{"formula": "C5H9N2", "method": "ωB97M-V/def2-TZVPD", "homo_lumo_gap_ev": [7.6038, 7.6049], "de_lowest_kcal_mol": 108.0, "charge": 1, "mol_weight_g_mol": 97.1, "e_lumo_ev": [-7.2, -7.2], "elements": ["C", "C", "C", "C", "C", "N", "N", "H", "H", "H", "H", "H", "H", "H", "H", "H"], "positions_angstrom": [[1.65099, -0.22237, -1.23268], [0.42195, 0.38368, -1.30982], [1.96799, -0.47808, 0.21645], [0.07841, 0.66845, 0.07127], [-1.09982, 1.54478, 0.46639], [1.03572, 0.04967, 0.91504], [-1.21058, -1.41627, 0.59153], [2.25415, -0.47989, -2.12156], [0.04626, 0.57928, -2.29715], [2.95806, -1.01728, 0.56335], [-0.70902, 2.22562, 1.24289], [-1.78542, 0.90461, 1.01866], [-1.55554, 2.15472, -0.33166], [-0.43662, -1.88163, 1.07996], [-1.69824, -1.98935, -0.02662], [-1.91829, -1.02594, 1.15396]], "forces_ev_per_a": [[-1.0, 0.4, -1.6], [3.0, -1.2, -0.4], [1.2, 0.3, -0.3], [-2.2, -1.2, -1.4], [2.0, 0.2, 0.9], [0.4, 0.1, 2.2], [2.1, 1.0, 0.0], [-0.3, 0.0, 0.8], [-0.9, 0.6, 0.3], [-2.5, 1.1, -0.3], [-0.2, 0.0, -0.1], [-0.2, 0.4, -0.2], [0.3, -0.8, 0.2], [-1.0, 0.2, 0.0], [-0.4, -1.4, -1.5], [-0.5, 0.3, 1.4]], "mulliken_charge": [-0.1578, -0.5664, 0.0102, 0.9066, -0.8923, -0.5646, -0.5989, 0.3814, 0.4259, 0.3438, 0.3461, 0.2639, 0.3444, 0.2777, 0.2329, 0.2473]}

---

Record 2
{"formula": "C5H9N2", "method": "ωB97M-V/def2-TZVPD", "homo_lumo_gap_ev": 10.9288, "de_lowest_kcal_mol": 107.6, "charge": 1, "mol_weight_g_mol": 97.1, "e_lumo_ev": -3.7, "smiles": "CN=C=[NH+]C1CC1", "elements": ["C", "N", "C", "N", "C", "C", "C", "H", "H", "H", "H", "H", "H", "H", "H", "H"], "positions_angstrom": [[3.50749, -0.22348, -0.16181], [2.33116, 0.52836, -0.01509], [1.17335, 0.41645, 0.12589], [-0.09126, 0.51417, 0.20093], [-1.38976, 0.23694, -0.50246], [-2.63104, 0.57151, 0.25732], [-2.23596, -0.87885, -0.02335], [3.78579, -0.45005, 0.89346], [3.06478, -1.02217, -0.70908], [4.29208, 0.35648, -0.68535], [-0.30628, 0.52055, 1.25888], [-1.31622, 0.34340, -1.70784], [-3.42700, 0.92081, -0.40165], [-2.60924, 0.91438, 1.23202], [-1.96278, -1.50160, 0.74750], [-2.93470, -1.29913, -0.84114]], "forces_ev_per_a": [[1.0, 0.2, 0.9], [-2.6, 1.5, 0.4], [0.9, 0.4, -1.8], [-1.7, -0.2, 4.1], [1.3, 0.1, -3.7], [-0.1, -1.1, -2.6], [-2.6, 1.0, -2.9], [0.3, -0.4, -1.0], [1.2, -1.5, -0.5], [-0.5, -0.5, 0.3], [0.1, 0.3, -1.9], [0.0, 0.2, 3.3], [0.1, 0.2, 0.6], [0.2, 0.8, 1.7], [0.6, -1.3, 1.6], [1.6, 0.2, 1.5]], "mulliken_charge": [-0.5579, -0.0703, 0.4668, -0.2244, 0.0834, -0.6820, -0.4934, 0.2848, 0.3067, 0.2447, 0.2774, 0.3064, 0.2412, 0.2861, 0.3074, 0.2231]}

---

Record 3
{"formula": "C5H9N2", "method": "ωB97M-V/def2-TZVPD", "homo_lumo_gap_ev": 10.4828, "de_lowest_kcal_mol": 46.8, "charge": 1, "mol_weight_g_mol": 97.1, "e_lumo_ev": -4.3, "smiles": "C[C@H]1C=CC(=[NH2+])N1", "elements": ["C", "C", "C", "C", "C", "N", "N", "H", "H", "H", "H", "H", "H", "H", "H", "H"], "positions_angstrom": [[-1.92076, -0.22183, 0.57311], [-0.43417, 0.10755, 0.77508], [0.50669, -1.03064, 0.94981], [1.56561, -0.77254, 0.14588], [1.22768, 0.32954, -0.75037], [1.99910, 0.68062, -1.74317], [0.10619, 0.87758, -0.34857], [-2.08722, -1.31701, 0.25531], [-2.34188, 0.53554, -0.08897], [-2.58109, -0.40650, 1.51482], [-0.39671, 0.96418, 1.71397], [0.50340, -1.70054, 1.86531], [2.43359, -1.48446, -0.20629], [2.94977, 0.35864, -1.61565], [1.79799, 1.54762, -2.19147], [-0.48083, 1.51356, -0.89184]], "forces_ev_per_a": [[-1.3, -2.8, 1.2], [-1.7, 2.8, 3.0], [1.7, 1.1, 1.6], [0.9, -2.8, -1.7], [-0.1, -0.6, 1.3], [0.4, 0.0, 0.1], [-0.6, -0.4, -0.5], [0.6, 1.8, -0.8], [-0.5, -0.5, 0.1], [1.5, 1.5, -1.1], [0.2, -2.7, -2.1], [-0.3, 0.6, -1.7], [-1.6, 1.6, 1.4], [0.0, 0.3, -0.7], [0.4, 0.4, -0.6], [0.4, -0.2, 0.3]], "mulliken_charge": [-1.1572, 0.5893, -0.5878, -0.4296, 0.5669, -0.3880, -0.1842, 0.3266, 0.3008, 0.3295, 0.2447, 0.3519, 0.2623, 0.2684, 0.2512, 0.2552]}

---

| no. | maximum force (eV/Å) |
| --- | --- |
| 1 | 3.3 |
| 2 | 4.4 |
| 3 | 4.4 |